1.
Computed, not measured: C4H9NO in the gas phase, with the ωB97M-V functional and the def2-TZVPD basis.

Summary:
- strongest force on any atom (hartree/bohr) = 0.006
- SMILES = CC[C@H]1O[C@H]1N
- HOMO-LUMO gap (eV) = 10.7
- E_LUMO (eV) = 1.04
- charge = 0

The geometry in XYZ format:
```
15
C4H9NO, DFT the ωB97M-V functional and the def2-TZVPD basis
C 2.0859 0.4149 -0.5696
H 2.6579 0.7472 -1.4398
C 0.6731 -0.0672 -0.9222
H -1.5932 -0.8966 1.7537
H 0.0960 0.7222 -1.4133
H 2.6524 -0.3887 -0.0813
H 2.0170 1.2444 0.1416
H -2.9729 0.8403 0.6548
C -1.3334 -0.2729 0.8886
H 0.6086 -1.2130 0.9261
N -2.4214 0.1997 0.0872
H -3.0313 -0.5911 -0.1064
C 0.0353 -0.4512 0.3889
H 0.7226 -0.9264 -1.6037
O -0.3320 0.6602 1.2125
```

=====

2.
Computed, not measured: a molecular structure, C11H22BaFO9 in a non-equilibrium geometry, with the ωB97M-V functional and the def2-TZVPD basis.

Summary:
- strongest force on any atom (hartree/bohr) = 0.070
- HOMO-LUMO gap (eV) = 4.5
- E_LUMO (eV) = 1.12
- charge = -1

The geometry in XYZ format:
```
44
C11H22BaFO9, DFT the ωB97M-V functional and the def2-TZVPD basis
C 2.8377 -1.3293 1.0691
H 3.5552 -0.5229 0.9347
O 1.9719 2.9594 -0.7101
O -2.1814 -0.1126 -0.1412
H -1.8839 -2.6289 -2.7312
H 0.3097 -2.2010 -2.6752
H 4.8220 1.2682 -2.2332
H -1.0025 0.7008 1.8564
C -3.5255 -1.3871 2.9490
C 4.1999 0.6186 -1.6145
O -5.2202 -2.9821 3.2338
H 2.9375 -0.0601 -2.9518
C -4.5151 -2.3038 2.4942
H -1.5964 -1.7348 -4.2098
H 2.7762 3.1574 -0.2254
C -1.5486 -1.6667 -3.1193
C -2.6927 -0.6923 2.0836
H 3.2693 -2.2155 0.5912
C 0.5434 1.5205 2.7425
O -5.3955 -3.4401 0.5535
H 0.8840 -1.3338 1.1567
F -1.4344 2.8994 -1.3336
O -1.6246 -0.1105 2.4744
C -3.7720 -1.8057 0.1010
H 2.5996 3.9211 -2.4499
H 0.8947 0.5739 3.1795
H 1.9165 4.9772 -1.2128
O 1.5578 -1.0325 0.5346
H 0.8405 3.9352 -2.1570
H -2.2133 -0.8965 -2.7382
Ba 0.2254 0.8365 -1.1490
H -3.9215 -1.8281 -0.9749
O -0.2020 -1.3891 -2.6888
C -4.6218 -2.5762 0.9502
O 2.8941 0.4155 -2.1171
O -0.1849 1.2834 1.5641
H 2.7173 -1.5268 2.1343
H 4.1187 1.0005 -0.6006
H 1.4271 2.1348 2.5389
H -3.3562 -1.2626 4.0125
H 4.7379 -0.3318 -1.4995
C -2.8762 -0.8623 0.5886
C 1.8192 3.9965 -1.6821
H -0.0871 2.0339 3.4725
```

=====

3.
Computed, not measured: a molecular structure, C29H54ClPSc in a non-equilibrium geometry, with the ωB97M-V functional and the def2-TZVPD basis.

Summary:
- strongest force on any atom (hartree/bohr) = 0.092
- HOMO-LUMO gap (spin up / spin down) (eV) = 4.2 / 4.2
- E_LUMO (spin up / spin down) (eV) = 2.55 / 2.55
- charge = -1

The geometry in XYZ format:
```
86
C29H54ClPSc, DFT the ωB97M-V functional and the def2-TZVPD basis
C 0.7918 -1.0578 -1.8059
C -4.1599 -2.0757 -3.3244
C 0.3647 3.9946 -0.6481
H 3.8057 -2.6499 -3.7567
H -1.4323 2.0603 -1.3837
H 1.5851 -2.3155 -4.9474
C 0.4087 2.4906 -0.3574
H 1.0018 4.5250 0.0710
C 3.2888 -1.4828 -2.0119
H 2.8708 3.6673 5.7822
C -0.5572 -3.4058 2.3082
C -1.5603 -3.8304 3.4189
H 4.1542 0.4775 4.4069
H -1.3435 -4.8276 3.8358
C -0.7422 -1.1176 2.9936
C 0.0978 3.4893 -3.1451
H -2.8783 -0.2451 -0.8390
H -2.0950 -2.5726 -0.5528
H 0.4102 -0.6439 3.2990
H 2.3434 0.4659 -1.9342
C 3.1229 -1.8320 -3.4963
H 1.4579 2.1476 -0.3497
Cl 2.3024 -0.1688 2.4746
C 2.5901 3.5517 4.7301
C 2.2074 1.8809 2.8954
H 1.4866 -3.2389 -3.4498
H -2.5387 -3.8762 2.9320
C -0.9058 -2.0139 1.9845
H -1.4864 -1.8031 1.0526
H -2.6766 -1.0656 3.6149
H -0.0309 2.3169 0.6524
H -4.4268 -2.3693 -1.2059
H -0.5467 -4.0795 1.4762
H 1.1565 2.2005 2.7274
H -4.1823 -0.2040 -4.4093
Sc -0.1113 0.2281 1.7911
H 1.1874 1.6398 -2.9136
H 2.3237 -0.3972 -0.3986
H -1.5394 -0.5591 4.8882
H 0.5706 5.4046 -2.2690
H -1.8612 -0.3620 -3.7251
H -1.2058 1.9554 3.6010
H 1.5707 3.9348 4.6131
H -0.4328 1.4478 -3.5911
C -1.0947 1.7359 2.4598
C 4.1032 1.5623 4.5290
H 0.5607 3.6663 -4.1235
H 4.7904 2.0266 3.8116
C 1.6888 -2.2390 -3.8579
C 2.2023 -0.5291 -1.4845
C 0.1478 1.9885 -2.8283
H -0.8840 -2.8891 5.2555
C -1.7005 -2.7795 4.5471
H 2.9166 2.2447 2.1364
C -2.5906 -0.0752 -2.9523
H 1.8776 4.2282 -2.1743
H -2.5962 1.0234 -2.9187
C -2.1805 -0.6580 -1.5909
H 0.4431 -3.4295 2.7240
C -1.6963 -1.2799 4.0684
H -3.7223 -3.7534 -2.0310
H -3.5890 -2.5450 -4.1367
C -3.7071 -2.6591 -1.9827
H -0.6659 4.3434 -0.4882
H -2.6116 -2.9423 5.1294
H 4.2772 -1.0373 -1.8448
H -5.2127 -2.3285 -3.4981
H 3.4185 -0.9680 -4.1073
C -2.3082 -2.1909 -1.5598
C -3.9829 -0.5550 -3.3904
H 4.4518 1.8078 5.5370
H 1.9967 1.5047 4.9672
C -0.3848 1.7109 -1.4182
H 0.7147 -0.3118 -3.8454
H -4.7333 -0.0795 -2.7457
H 3.2529 -2.4112 -1.4243
H -2.1870 1.4558 2.3941
C 0.7900 4.3481 -2.0780
H -0.9539 3.7952 -3.2299
P -0.5431 -0.0854 -0.9150
C 0.6251 -1.2728 -3.3166
H 0.6883 -2.0470 -1.3202
H -1.5620 -2.6441 -2.2304
H -0.3698 -1.6725 -3.5556
C 2.6808 2.0839 4.3280
H 3.2641 4.1735 4.1266
```

=====

4.
Computed, not measured: CH3NS in the gas phase in a non-equilibrium geometry, with the ωB97M-V functional and the def2-TZVPD basis.

Summary:
- strongest force on any atom (hartree/bohr) = 0.112
- SMILES = C=NS
- HOMO-LUMO gap (eV) = 9.7
- E_LUMO (eV) = 0.66
- charge = 0

The geometry in XYZ format:
```
6
CH3NS, DFT the ωB97M-V functional and the def2-TZVPD basis
H 1.1960 1.0470 -0.2315
N -0.2537 -0.3950 0.3463
C 0.8879 0.2934 0.4511
H 1.1826 0.1390 1.5030
S -0.8751 -0.4445 -1.3121
H -2.1376 -0.6399 -0.7569
```